(1)
C24H25AgAsF5N6O4Te | the ωB97M-V functional and the def2-TZVPD basis

Geometry as XYZ:
```
67
Properties=species:S:1:pos:R:3:mulliken_charge:R:1
Ag -0.2411 1.1232 -1.6314 1.168
N -2.2978 0.4131 1.0341 -0.142
C -3.4994 0.4611 0.2223 -0.747
C -3.3700 0.5174 -1.2940 0.308
O -4.4333 0.3691 -1.9095 -0.762
N -2.2031 0.6903 -1.9401 -0.249
C -2.2457 0.6570 -3.4050 -0.562
C -1.1088 -0.2245 -3.8900 0.667
O -1.1823 -0.9434 -4.8696 -0.737
O -0.0202 -0.1250 -3.1634 -0.632
H -1.7171 1.2376 0.8575 -0.097
H -2.5511 0.4492 2.0152 0.266
H -4.0842 -0.4476 0.3898 0.298
H -4.1580 1.3045 0.4675 0.375
H -3.1990 0.2841 -3.7648 0.396
H -2.0762 1.6671 -3.7968 0.226
N 3.2584 5.4696 -1.0098 -0.544
C 2.7100 4.6949 -1.9678 0.227
N 1.7574 5.2060 -2.7436 -0.512
N 3.1853 3.4436 -2.1415 -0.712
C 2.4399 2.4286 -1.9306 0.748
N 1.8591 1.4410 -1.6767 -0.306
H 2.5890 6.1520 -0.6421 0.341
H 3.6616 4.9027 -0.2751 0.344
H 1.2724 5.9933 -2.3090 0.357
H 1.0793 4.4832 -3.0831 0.397
C 4.0675 -3.8316 -0.0004 -0.407
C 3.0509 -4.2707 0.8413 -0.657
C 1.9061 -3.5051 1.0016 -0.290
C 1.7581 -2.2927 0.3303 0.009
C 2.7788 -1.8633 -0.5123 -0.128
C 3.9290 -2.6292 -0.6758 -0.543
As 0.1639 -1.1223 0.4777 1.351
C -1.1533 -2.5418 0.2382 0.377
C -1.1012 -3.1824 -0.9998 -0.736
C -2.0553 -4.1254 -1.3501 -0.603
C -3.0782 -4.4425 -0.4657 -0.447
C -3.1497 -3.7951 0.7589 -0.583
C -2.1985 -2.8419 1.1039 -0.362
C 0.2897 -0.7881 2.3949 0.599
C 0.0538 -1.6988 3.4206 -0.254
C 0.1984 -1.3157 4.7479 -0.664
C 0.5831 -0.0180 5.0603 -0.421
C 0.8235 0.8940 4.0421 -0.654
C 0.6756 0.5147 2.7140 -0.631
H 4.9622 -4.4299 -0.1297 0.339
H 3.1515 -5.2129 1.3685 0.376
H 1.1128 -3.8606 1.6500 0.119
H 2.6720 -0.9220 -1.0415 0.175
H 4.7147 -2.2820 -1.3363 0.407
H -0.3239 -2.9193 -1.7106 0.320
H -2.0111 -4.5925 -2.3262 0.398
H -3.8309 -5.1714 -0.7416 0.353
H -3.9610 -4.0156 1.4432 0.367
H -2.2953 -2.3043 2.0384 0.376
H -0.2358 -2.7174 3.1914 0.201
H 0.0102 -2.0332 5.5389 0.380
H 0.6902 0.2811 6.0967 0.347
H 1.1132 1.9128 4.2672 0.480
H 0.8384 1.2497 1.9301 0.389
F 1.9510 3.4507 0.9427 -0.680
Te 0.2306 4.0093 -0.1471 1.587
F 0.6722 6.2625 -0.1819 -0.726
F -0.0822 3.3925 -2.6617 -0.726
F -0.3335 4.2893 1.6402 -0.452
F -1.5701 4.6156 -0.4982 -0.512
O -0.4423 2.2058 -0.0026 -0.587
```

As for the multiplicity: 1. The total charge is -2. The value obtained for the HOMO-LUMO gap is 0.246 Eh. The calculation puts the relative energy (zero: lowest compared OMol25 entry of this formula, charge and spin) at 20.2 kcal/mol.

=====

(2)
C24H25BF4IrN7OS | the ωB97M-V functional and the def2-TZVPD basis

Geometry as XYZ:
```
64
Properties=species:S:1:pos:R:3:mulliken_charge:R:1
Ir 0.2471 0.0389 -0.2657 1.923
C -3.9913 0.3480 -1.2248 -1.915
C -2.5253 0.1141 -1.2004 1.219
N -1.8243 -0.0092 -0.1244 1.014
N -2.3916 -0.0556 1.1080 -1.430
C -1.4725 -0.2151 2.0317 0.193
O -0.2078 -0.3158 1.7747 -0.836
C -1.8838 -0.2508 3.4490 0.614
C -3.2312 -0.1799 3.7969 -0.248
C -3.5947 -0.1771 5.1318 -0.744
C -2.6201 -0.2416 6.1199 -0.360
C -1.2781 -0.3214 5.7744 -0.853
C -0.9080 -0.3282 4.4398 -0.279
C -1.7231 0.0122 -2.4173 0.347
C -2.2325 0.0969 -3.7015 -0.694
C -1.3670 0.0310 -4.7759 -0.617
C -0.0049 -0.1241 -4.5489 -1.023
C 0.4413 -0.2172 -3.2501 -0.373
N -0.4068 -0.1672 -2.2152 0.576
H -4.3930 0.3105 -0.2186 0.360
H -4.5002 -0.3896 -1.8466 0.397
H -4.1677 1.3387 -1.6512 0.369
H -3.9802 -0.1285 3.0194 0.468
H -4.6395 -0.1221 5.4061 0.406
H -2.9091 -0.2321 7.1625 0.403
H -0.5220 -0.3778 6.5457 0.411
H 0.1322 -0.3964 4.1524 0.468
H -3.2904 0.2558 -3.8461 0.514
H -1.7476 0.1125 -5.7847 0.464
H 0.7034 -0.1674 -5.3628 0.502
H 1.4893 -0.3415 -3.0134 0.587
C 0.9282 -4.6098 -3.0966 -0.822
C 1.5662 -4.7211 -1.7165 -0.671
N 2.4295 -3.5865 -1.3934 -0.213
C 2.0151 -2.3927 -0.9513 0.594
S 0.3271 -2.2541 -0.4987 -0.543
N 2.8795 -1.4233 -0.8393 -1.645
N 2.3552 -0.2855 -0.2934 1.031
C 3.1599 0.6342 0.1215 1.319
C 4.6414 0.5718 -0.0187 -1.880
C 2.5172 1.7492 0.8216 0.301
C 3.2033 2.8180 1.3625 -0.847
C 2.4857 3.7997 2.0355 -0.578
C 1.1169 3.6700 2.1656 -1.037
C 0.4965 2.5618 1.6098 -0.149
N 1.1870 1.6395 0.9493 0.230
H 0.4075 -5.5327 -3.3494 0.396
H 1.6902 -4.4251 -3.8545 0.307
H 0.2064 -3.7927 -3.1261 0.161
H 2.1851 -5.6136 -1.6543 0.389
H 0.8030 -4.7992 -0.9413 0.364
H 3.3980 -3.6227 -1.6724 0.263
H 4.9402 -0.3434 -0.5146 0.337
H 5.1201 0.6219 0.9604 0.410
H 4.9829 1.4294 -0.6021 0.395
H 4.2761 2.8867 1.2597 0.493
H 3.0012 4.6513 2.4579 0.439
H 0.5217 4.4100 2.6796 0.464
H -0.5677 2.4127 1.6969 0.544
F -0.0746 4.3225 -2.0034 -0.290
B -0.7319 3.1946 -1.6226 0.351
F 0.3170 2.1180 -1.4698 -0.307
F -1.6224 2.7149 -2.5777 -0.288
F -1.3622 3.2961 -0.3884 -0.379
```

As for the expectation value of S²: 0.7570. As for the multiplicity: 2. The total charge is +1. The value obtained for the HOMO-LUMO gap (spin up / spin down) is 0.263 / 0.236 Eh. The calculation puts the relative energy (zero: lowest compared OMol25 entry of this formula, charge and spin) at 32.5 kcal/mol.

=====

(3)
C24H25BrN3ORuS | the ωB97M-V functional and the def2-TZVPD basis

Geometry as XYZ:
```
56
Properties=species:S:1:pos:R:3:mulliken_charge:R:1
Ru -0.3360 0.9575 -1.4559 0.389
C 4.9511 0.5397 0.2333 -0.692
C 4.6049 -0.5413 -0.7807 -0.964
N 3.4918 -1.3715 -0.3198 0.164
C 3.8611 -2.5260 0.5091 -0.630
C 3.9077 -3.8090 -0.3074 -1.201
C 2.2017 -1.1106 -0.5814 0.482
S 1.8838 0.1620 -1.7103 -0.240
N 1.3339 -1.9345 0.0155 -0.043
C 0.0270 -1.7996 -0.0050 0.298
O -0.6724 -0.8609 -0.4832 -0.763
C -0.7297 -2.9083 0.6687 0.473
C -0.0625 -4.0023 1.2107 -0.256
C -0.7717 -5.0080 1.8481 -0.711
C -2.1542 -4.9297 1.9483 -0.352
C -2.8275 -3.8461 1.4007 -0.876
C -2.1166 -2.8415 0.7644 -0.051
H 5.7634 1.1625 -0.1429 0.397
H 5.2639 0.1045 1.1839 0.315
H 4.0831 1.1754 0.4118 0.024
H 5.4573 -1.2032 -0.9408 0.399
H 4.3464 -0.0884 -1.7318 0.449
H 3.1394 -2.6205 1.3155 0.439
H 4.8383 -2.3118 0.9422 0.443
H 2.9103 -4.0538 -0.6718 0.272
H 4.2745 -4.6370 0.3006 0.345
H 4.5683 -3.6949 -1.1687 0.415
H 1.0139 -4.0492 1.1249 0.291
H -0.2466 -5.8560 2.2681 0.411
H -2.7062 -5.7101 2.4563 0.387
H -3.9059 -3.7885 1.4699 0.405
H -2.6307 -1.9926 0.3380 0.200
N -2.5319 0.8605 -1.0824 -0.074
C -3.3875 1.8683 -0.4942 0.241
C -4.7317 1.5823 -0.2958 -0.417
C -5.5752 2.5133 0.2849 -0.589
C -5.0662 3.7514 0.6560 -0.648
C -3.7300 4.0378 0.4362 -0.897
C -2.8720 3.1041 -0.1478 0.161
C -1.4415 3.4247 -0.3314 0.891
C -1.0556 4.7119 -0.6951 -0.752
C 0.2874 5.0586 -0.8101 -0.664
C 1.2709 4.1330 -0.5106 -0.679
C 0.8831 2.8550 -0.1207 -0.235
C -0.4528 2.4636 -0.0722 -0.177
H -2.6159 -0.0156 -0.5779 0.305
H -2.8271 0.7017 -2.0447 0.413
H -5.1162 0.6148 -0.6000 0.420
H -6.6170 2.2744 0.4527 0.381
H -5.7045 4.4882 1.1253 0.397
H -3.3272 4.9938 0.7444 0.492
H -1.8187 5.4422 -0.9352 0.481
H 0.5562 6.0620 -1.1148 0.379
H 2.3189 4.3970 -0.5696 0.393
H 1.6370 2.1684 0.2373 0.487
Br -0.8442 1.9019 -3.6447 -0.527
```

As for the expectation value of S²: 0.7710. As for the multiplicity: 2. The value obtained for the HOMO-LUMO gap (spin up / spin down) is 0.264 / 0.267 Eh. The calculation puts the relative energy (zero: lowest compared OMol25 entry of this formula, charge and spin) at 33.3 kcal/mol.

=====

(4)
C24H25ClCoN2O6S2 | the ωB97M-V functional and the def2-TZVPD basis

Geometry as XYZ:
```
61
Properties=species:S:1:pos:R:3:mulliken_charge:R:1
Co -0.3280 -0.0656 -1.0380 1.351
O -0.7996 -1.9713 -0.5021 -0.389
S -0.6567 -3.0095 0.5997 0.074
C 1.0321 -2.8643 1.2338 -0.490
C 1.9985 -3.7253 0.4093 -0.956
C 2.0682 -3.4428 -1.1008 -0.549
C 3.0988 -2.4102 -1.5572 -0.888
S 3.0163 -0.8891 -0.5996 0.005
O 1.5836 -0.4257 -0.7345 -0.554
C 3.9974 0.1605 -1.6371 0.938
C 3.4166 0.8433 -2.6949 -0.383
C 4.2275 1.6340 -3.4926 -0.702
C 5.5893 1.7265 -3.2308 -0.459
C 6.1514 1.0434 -2.1607 -0.623
C 5.3498 0.2598 -1.3444 -0.458
C -1.5953 -2.3822 1.9822 0.803
C -1.3819 -2.8855 3.2626 -0.552
C -2.2063 -2.4673 4.2924 -0.668
C -3.2432 -1.5771 4.0349 -0.528
C -3.4649 -1.1159 2.7468 -0.650
C -2.6446 -1.5215 1.7007 -0.582
H 1.0067 -3.2236 2.2613 0.563
H 1.2543 -1.7983 1.2549 0.280
H 1.6974 -4.7654 0.5457 0.371
H 2.9921 -3.6431 0.8585 0.432
H 1.0886 -3.1537 -1.4804 0.189
H 2.3265 -4.3699 -1.6142 0.448
H 2.9640 -2.1485 -2.6073 0.544
H 4.1247 -2.7613 -1.4148 0.493
H 2.3510 0.7813 -2.8732 0.204
H 3.7941 2.1829 -4.3174 0.422
H 6.2146 2.3460 -3.8594 0.403
H 7.2086 1.1315 -1.9517 0.401
H 5.7704 -0.2585 -0.4904 0.433
H -0.5990 -3.6059 3.4631 0.424
H -2.0477 -2.8444 5.2935 0.399
H -3.8897 -1.2592 4.8421 0.429
H -4.2887 -0.4450 2.5399 0.531
H -2.8310 -1.1794 0.6891 0.637
O 0.2774 1.8056 -1.4350 -0.189
N -0.3380 2.6956 -0.7783 -0.505
N -1.0439 2.2094 0.1683 1.347
O -1.0465 0.9224 0.4134 -0.572
C -1.8435 3.0606 1.0101 0.387
C -2.2229 4.3112 0.5469 -0.375
C -2.9854 5.1154 1.3764 -0.570
C -3.3604 4.6690 2.6364 -0.460
C -2.9738 3.4097 3.0739 -0.643
C -2.2088 2.5903 2.2597 -0.322
H -1.9359 4.6383 -0.4420 0.484
H -3.2952 6.0922 1.0312 0.383
H -3.9580 5.3035 3.2768 0.401
H -3.2660 3.0618 4.0555 0.387
H -1.8990 1.6066 2.5810 0.448
Cl -3.1510 2.1784 -3.8073 -0.176
C -3.5458 0.4594 -3.5259 -0.552
C -2.8136 0.0046 -2.2824 0.539
O -3.3881 -0.1999 -1.2383 -0.532
O -1.5087 -0.1014 -2.4625 -0.452
H -3.2237 -0.1079 -4.3942 0.289
H -4.6151 0.3759 -3.3724 0.343
```

As for the expectation value of S²: 6.0164. As for the multiplicity: 5. The total charge is +1. The value obtained for the HOMO-LUMO gap (spin up / spin down) is 0.339 / 0.235 Eh. The calculation puts the relative energy (zero: lowest compared OMol25 entry of this formula, charge and spin) at 1.8 kcal/mol.